# 1
ORCA calculation (ωB97M-V/def2-TZVPD) on an isolated ion of composition C3HNO4S2 and charge -2.

Cartesian coordinates (Å):
C 2.181 0.142 1.687
C 0.600 -1.376 1.019
N 1.827 -1.076 1.341
H 0.177 0.379 -0.022
O 0.261 -2.426 0.527
S -1.952 -0.957 -0.120
S 0.927 1.334 2.474
O 3.306 0.611 1.620
C -0.344 -0.332 0.679
O -3.148 -0.860 0.836
O -2.151 0.073 -1.153

## Properties
Frontier orbital gap (spin up / spin down) = 6.47 / 6.12 eV
Energy above the lowest of the compared OMol25 structures with the same formula, charge and spin = 65.0 kcal/mol
Net charge = -2
SMILES = O=S(=O)=C/C([O-])=N\C([O-])=S
HOMO level (spin up / spin down) = -0.7 / -0.6 eV
Calculated total energy = -1266.93045 Eh
Strongest force on any atom = 3.53 eV/Å

***

# 2
ORCA calculation (ωB97M-V/def2-TZVPD) on a 7-piece molecular cluster, H14O6S2 overall.

Cartesian coordinates (Å):
H 2.273 1.536 -0.821
H 1.177 -1.662 1.865
H -0.218 2.521 -0.848
H -2.950 1.470 -0.392
S 3.152 0.721 -0.189
O -1.296 -0.149 -2.189
H -0.483 -0.108 -2.734
H 0.066 -2.297 -0.318
H 4.583 1.990 1.661
O 0.523 -1.005 2.108
O -2.263 1.248 0.256
H -0.079 -2.991 -1.648
O 0.513 -2.789 -1.010
O -1.605 -1.132 0.663
H -2.230 -0.357 0.725
H -0.463 1.127 -1.453
H 0.432 -0.968 3.059
H -1.330 -0.952 -1.580
S 3.443 1.385 1.701
H -2.568 1.507 1.136
H -0.886 -0.874 1.249
O 0.209 1.778 -1.242

## Properties
Frontier orbital gap = 9.11 eV
Energy above the lowest of the compared OMol25 structures with the same formula, charge and spin = 34.6 kcal/mol
Net charge = 0
SMILES = SS.O.O.O.O.O.O
HOMO level = -8.9 eV
Calculated total energy = -1256.16980 Eh
Strongest force on any atom = 4.56 eV/Å

***

# 3
ORCA calculation (ωB97M-V/def2-TZVPD) on C79H78GeMoN3O2P2Si2Te as an isolated structure.

Cartesian coordinates (Å):
C -7.386 4.155 -1.103
C -1.468 1.440 0.604
C -2.653 2.856 -3.853
C 1.866 1.752 -1.520
H -0.883 -4.981 4.107
C 0.060 -4.450 4.048
H -0.045 -5.086 0.321
C -6.072 5.574 -2.528
C 1.806 -4.040 0.592
C 4.233 1.271 -1.678
Te 0.167 -0.561 -5.998
H 0.452 -3.729 -2.610
H 3.183 -1.359 -6.047
H 1.358 0.597 -3.918
Si -1.107 -0.071 3.812
C 4.527 2.628 -1.727
C 0.129 -3.234 3.388
H -3.447 3.072 -4.558
H 4.052 -3.575 -4.917
H 0.700 2.759 -3.668
O -2.296 1.305 -0.577
C 0.045 5.887 3.982
H 1.766 -1.120 -3.887
C 4.292 1.215 -7.952
H -3.070 -0.803 2.425
C -5.358 3.307 -2.105
C 2.921 0.846 -1.574
H -3.546 0.407 3.617
C -0.129 5.947 -1.049
H -0.757 -2.810 2.935
C 3.087 1.875 -8.157
C 2.410 0.198 3.242
H 0.922 -7.298 0.858
H 0.207 4.081 -0.052
H -1.089 -0.541 6.201
C 0.953 -0.409 -4.005
H -4.275 4.736 -3.307
C 2.171 3.108 -1.597
H -2.724 -3.118 1.837
C 2.410 -4.305 4.545
H 3.787 -3.270 0.923
H -6.660 2.152 -0.862
H 3.057 2.780 -8.751
H -0.934 2.331 3.378
H -2.813 -4.840 -1.916
O -4.821 1.012 -2.037
H -6.274 0.224 1.458
H 3.336 -7.506 1.340
H 3.934 -1.822 -1.009
C 1.201 -4.981 4.633
H 2.768 -0.887 5.066
P 1.324 -0.987 2.403
H -3.256 -1.258 4.125
H -1.511 -4.052 -2.798
C 0.436 1.274 -1.421
C 1.336 -2.540 3.316
H 1.150 -5.931 5.151
C 3.162 -4.156 0.899
C 1.553 -6.417 0.862
N -0.364 -2.252 -0.249
H -3.244 -1.886 -2.199
H 2.223 1.539 1.567
P 1.237 -2.456 -0.107
H -1.373 2.063 5.059
C -1.797 -4.443 -1.818
C -0.999 3.586 -5.607
C -0.753 1.698 4.234
C -0.588 -1.012 5.349
H 3.301 -4.734 4.986
C -2.468 5.618 2.863
C -4.425 2.140 -2.234
H -2.854 -0.801 -0.874
C 2.905 -6.532 1.141
H 1.686 -4.258 -4.681
C -3.882 2.569 2.027
C -0.619 2.086 -2.122
H -3.783 3.772 3.816
C 3.710 -5.398 1.166
H 1.038 5.993 4.404
C -4.588 1.540 1.401
C 3.487 3.543 -1.696
C 1.480 -3.411 -2.722
C -3.116 -1.831 -1.113
H -8.245 4.004 -0.462
C -5.488 2.496 3.841
H 1.376 3.833 -1.605
C -1.068 6.893 -1.443
H -7.101 1.090 3.633
H -5.828 2.868 4.800
H -7.876 6.198 -1.555
H 5.554 2.963 -1.809
H 5.203 1.603 -8.390
H 0.490 -0.945 5.526
C 2.179 -3.722 -3.880
C -2.977 2.362 -2.598
H 0.975 1.892 -7.763
H -1.137 -5.281 -1.575
H 3.433 -2.578 3.797
C 4.060 2.152 4.339
H -3.144 7.438 -1.424
H 0.080 3.641 -5.755
H -1.904 -4.648 1.476
C -5.153 4.549 -2.707
C -6.200 1.497 3.189
C 3.155 -0.449 -6.636
C 3.806 0.984 5.040
H -4.098 -2.022 -0.667
H -2.914 7.510 3.763
C 1.947 0.213 -6.840
C -0.908 6.869 4.197
H -1.974 0.737 1.299
H -0.752 7.795 -1.955
C 4.324 0.056 -7.187
C -0.151 -0.640 -2.981
C -0.262 4.763 3.223
H -0.863 -2.066 5.340
H 0.512 4.024 3.052
N 0.178 -0.085 -1.677
C 2.662 1.385 2.544
H -1.420 2.947 -6.385
H -1.414 4.587 -5.738
C -1.531 4.597 2.676
H 0.925 6.124 -1.239
H 5.032 0.539 -1.733
C -2.805 5.550 -0.463
C 3.441 -2.352 -1.817
C -7.180 5.385 -1.716
C -5.738 1.013 1.973
C -6.495 3.119 -1.317
H -1.079 -0.167 -3.321
C -1.947 1.962 -1.744
C 2.096 -2.701 -1.696
C 4.140 -2.662 -2.974
N -0.197 -0.426 2.322
Si -1.872 -3.098 -0.514
H 4.254 0.827 6.013
H 4.710 2.907 4.763
C -4.334 3.019 3.270
C 3.507 -3.341 -4.010
C 1.818 -0.987 0.698
C -2.908 -0.468 3.453
C 2.483 -3.092 3.880
C 1.915 1.377 -7.600
C -0.536 4.799 -0.386
H 5.261 -0.466 -7.034
H 3.672 3.272 2.543
H 5.181 -2.378 -3.067
H 2.700 -0.204 -1.550
H 0.297 1.811 4.519
H -0.363 -1.699 -2.855
H -5.901 6.531 -3.004
H -3.447 5.547 2.400
C 1.005 -5.173 0.572
Ge -2.164 3.252 1.331
H -3.509 -4.323 0.816
C -2.544 -3.865 1.058
H 3.694 4.604 -1.766
H 4.766 -5.487 1.390
C -0.334 2.660 -3.361
H -3.848 5.428 -0.193
Mo -0.078 -0.118 0.181
C -1.329 3.039 -4.242
C -2.167 6.738 3.624
H -4.260 1.134 0.454
C -1.879 4.579 -0.101
C 2.978 0.008 4.497
C 3.479 2.357 3.092
H -0.672 7.739 4.798
C -2.408 6.691 -1.149

## Properties
Frontier orbital gap = 5.98 eV
Net charge = +1
HOMO level = -9.7 eV
Calculated total energy = -7046.61355 Eh
Strongest force on any atom = 2.05 eV/Å

***

# 4
ORCA calculation (ωB97M-V/def2-TZVPD) on an isolated molecule of C4H6N2O2.

Cartesian coordinates (Å):
O -2.164 -1.990 -1.417
O 1.997 1.837 0.386
C 0.914 -0.542 1.596
N -0.821 -1.098 0.209
H 1.576 0.179 1.988
H -1.332 -1.565 0.973
C 0.183 -0.203 0.573
H -0.995 1.237 -0.581
N 0.807 2.103 -0.229
H 0.859 -1.560 1.994
H 2.434 2.710 0.387
H -0.564 -0.830 -1.866
C 0.029 1.065 -0.189
C -1.216 -1.317 -1.066

## Properties
Frontier orbital gap = 9.49 eV
Energy above the lowest of the compared OMol25 structures with the same formula, charge and spin = 72.4 kcal/mol
Net charge = 0
SMILES = C=C(/C=N\O)NC=O
HOMO level = -9.3 eV
Calculated total energy = -415.92518 Eh
Strongest force on any atom = 2.31 eV/Å

***

# 5
ORCA calculation (ωB97M-V/def2-TZVPD) on C48H40ClMoN2O9P2 as an isolated structure.

Cartesian coordinates (Å):
C 3.580 -0.401 0.640
H 0.369 -2.584 -1.687
H -4.801 -1.673 2.661
Mo 0.277 0.548 -0.552
C 3.238 2.579 -3.200
H -3.994 3.808 2.640
C 2.827 -4.762 -2.510
Cl -5.225 -0.667 -6.948
C -3.493 1.817 -0.636
H 4.266 4.453 -2.911
C 5.614 0.743 0.015
C 1.610 0.416 5.488
H -1.952 4.364 3.397
H -4.804 -3.660 1.186
C -1.313 0.181 -2.539
H -6.443 2.087 -3.086
N 1.913 1.833 -1.341
H 2.796 -2.820 2.486
O -5.677 2.597 -1.298
H -4.673 2.277 -3.089
N 1.241 -1.819 1.455
H 1.506 -0.579 7.389
C 3.141 3.860 -1.183
H -2.726 -2.041 -3.037
C 1.968 0.375 -3.130
O -1.109 -0.709 -1.659
O -1.369 1.151 0.137
C 2.401 1.684 -2.582
H -3.330 1.275 -1.552
O 2.003 3.847 1.508
H -5.416 0.827 -2.357
C 3.611 3.715 -2.469
C -1.672 2.358 2.603
O 2.403 0.051 -4.322
H 6.317 1.053 -0.747
P -0.007 -0.705 1.914
O 0.989 1.912 0.969
H 3.596 2.396 -4.202
H -0.293 3.857 3.051
H -1.110 3.206 4.476
C -4.841 3.264 0.770
H -2.726 -0.414 3.037
H 5.128 0.893 3.362
H 0.041 -2.388 6.557
H -3.650 1.584 -6.280
H 2.997 -5.643 -3.116
H 6.718 1.640 1.623
C 1.782 -3.001 2.122
C -2.519 0.988 -4.548
C 1.200 -0.596 6.351
C -3.889 -3.105 1.347
C -4.080 -0.425 -5.674
H 2.225 1.228 5.853
C -2.921 -1.259 -3.759
C -4.659 2.536 -0.413
C -1.535 -1.675 1.766
H 3.132 -0.396 2.739
H 4.456 -2.706 -0.380
C -3.888 -1.990 2.175
C 1.567 -4.173 -2.478
C -3.850 3.253 1.722
C -1.259 3.528 3.448
H -2.702 -4.388 0.101
C 2.393 -2.494 -0.951
C 1.351 -3.045 -1.705
C 0.412 -0.640 3.684
H -0.628 -3.120 0.459
H 1.161 -3.263 2.974
C -3.835 -1.458 -4.779
H 1.484 1.214 3.502
C 1.723 2.940 0.752
P 1.989 -1.116 0.158
H -2.006 1.934 -4.440
C -5.531 1.901 -2.526
C 4.491 0.013 -0.336
H -5.758 3.817 0.910
C 3.823 -0.078 1.970
H 2.078 -0.834 -4.559
C -2.510 1.804 0.355
C 3.645 -3.100 -0.978
C 0.381 -1.611 5.885
C -2.261 -0.039 -3.644
C -2.680 2.502 1.549
C 1.209 0.401 4.164
H 3.401 4.698 -0.550
O -1.127 1.276 2.782
C 2.289 2.896 -0.645
C -1.541 -2.796 0.940
C -3.433 0.799 -5.570
C -0.019 -1.632 4.554
C 5.843 1.068 1.347
H -0.677 -2.420 4.205
C 3.861 -4.229 -1.759
C -2.719 -1.278 2.387
C -2.713 -3.511 0.736
H -4.360 -2.396 -4.884
H 4.338 -0.250 -1.378
H 1.801 -3.848 1.434
O 1.278 -0.349 -2.428
H 4.837 -4.695 -1.771
H 0.754 -4.595 -3.054
O -0.684 1.280 -2.416
C 4.950 0.651 2.322

## Properties
Frontier orbital gap = 6.68 eV
Net charge = +1
HOMO level = -10.2 eV
Calculated total energy = -3850.87228 Eh
Strongest force on any atom = 1.01 eV/Å

***

# 6
ORCA calculation (ωB97M-V/def2-TZVPD) on an isolated molecule of ClH4N2OP.

Cartesian coordinates (Å):
P 0.000 0.105 -0.241
H -1.061 -0.684 1.742
H 2.068 -0.499 -0.715
N 1.209 -0.177 -1.187
Cl 0.115 2.138 0.042
H 0.797 -0.650 1.663
N -0.128 -0.513 1.248
H -1.516 0.439 -1.615
O -1.485 -0.159 -0.938

## Properties
Frontier orbital gap = 9.61 eV
Energy above the lowest of the compared OMol25 structures with the same formula, charge and spin = 27.7 kcal/mol
Net charge = 0
SMILES = N=[P@](N)(O)Cl
HOMO level = -9.1 eV
Calculated total energy = -988.74683 Eh
Strongest force on any atom = 5.07 eV/Å

***

# 7
ORCA calculation (ωB97M-V/def2-TZVPD) on an isolated molecule of CH4N2S.

Cartesian coordinates (Å):
H 1.627 0.331 0.782
H -0.156 -1.253 0.214
S -2.605 -0.128 -0.075
N 1.280 0.075 -0.158
H 1.910 -0.708 -0.414
N -0.011 -0.315 -0.102
H -0.993 1.522 -0.149
C -1.051 0.477 -0.097

## Properties
Frontier orbital gap = 8.97 eV
Energy above the lowest of the compared OMol25 structures with the same formula, charge and spin = 41.7 kcal/mol
Net charge = 0
SMILES = NNC=S
HOMO level = -8.3 eV
Calculated total energy = -548.14533 Eh
Strongest force on any atom = 3.55 eV/Å